# 1
C27H30Cl2N7O2W as an isolated structure in a non-equilibrium geometry, computed with ωB97M-V/def2-TZVPD.

```
69
C27H30Cl2N7O2W ωB97M-V/def2-TZVPD
W 0.46443 0.54491 -1.31621
C 1.45556 3.81714 4.19917
C 1.53970 2.75197 3.16980
C 1.77290 1.43346 3.51924
C 1.88696 0.41320 2.55807
C 2.35509 -0.88276 2.95827
N 1.85087 -1.60164 3.92012
C 0.50807 -1.45328 4.45666
C -0.52821 -1.51170 3.31876
C -0.38740 -2.77898 2.44924
N -0.62842 -2.51183 1.04908
C -1.44606 -3.19177 0.29856
C -1.75645 -2.91073 -1.05235
C -2.82390 -3.61830 -1.64785
C -3.29661 -3.32003 -2.91928
C -4.41122 -4.09283 -3.53119
C -2.73555 -2.23030 -3.58538
C -1.68809 -1.47167 -3.03382
C -1.21402 -0.30925 -3.71095
N -0.45703 0.63980 -3.18503
C -0.23378 1.74905 -4.13730
C 0.72075 2.83449 -3.63942
C 0.20988 3.51889 -2.36378
N 0.29147 2.59146 -1.25053
C 1.48529 2.41019 -0.64417
C 1.48978 2.09420 0.83647
C 1.42272 3.07526 1.80854
C 1.67091 0.73737 1.19498
O 1.54232 -0.18313 0.25417
C -1.11381 -1.87047 -1.79463
O 0.02694 -1.31607 -1.41341
H 1.65295 3.42347 5.19035
H 0.45764 4.25306 4.19244
H 2.15913 4.62054 3.99100
H 1.97901 1.19686 4.55124
H 3.21645 -1.28297 2.43123
H 2.37783 -2.40248 4.25705
H 0.39114 -0.50613 4.98754
H 0.34516 -2.25922 5.17278
H -0.41696 -0.62546 2.68779
H -1.52209 -1.47585 3.76660
H -1.08001 -3.55298 2.78628
H 0.62466 -3.18768 2.53641
H -0.09482 -1.74348 0.61898
H -1.97690 -4.01771 0.76381
H -3.30661 -4.40154 -1.08073
H -4.71986 -4.92113 -2.90061
H -4.12602 -4.48523 -4.50603
H -5.27526 -3.44918 -3.69384
H -3.13319 -1.94149 -4.54897
H -1.56572 -0.16711 -4.72996
H -1.20598 2.20930 -4.35977
H 0.15758 1.34211 -5.08052
H 0.80445 3.57873 -4.43335
H 1.72763 2.42881 -3.45884
H -0.84183 3.79969 -2.48362
H 0.78300 4.42954 -2.15217
H 2.33248 3.02796 -0.98339
H 1.28834 4.10845 1.52608
N -1.07381 0.61765 -0.05793
C -1.60705 1.09516 0.90650
N -2.22491 1.39997 1.90181
C -2.15504 2.18845 2.93016
N -2.02001 2.84352 3.85942
Cl 4.16560 0.82612 -0.76615
C 4.16003 0.06136 -2.35519
Cl 2.44948 -0.18948 -2.83046
H 4.65879 -0.91014 -2.31058
H 4.64166 0.71187 -3.09120
```

**Charge**: +3
**DFT total energy**: -69855.501 eV
**HOMO (spin up / spin down)**: -16.3 / -16.3 eV

=====

# 2
A 2-piece molecular cluster, C4H14N2O overall in a non-equilibrium geometry, computed with ωB97M-V/def2-TZVPD.

```
21
C4H14N2O ωB97M-V/def2-TZVPD
C -1.55370 -1.32428 1.87794
N -0.95392 -1.49908 0.57449
C -1.68330 0.77878 -0.36949
C -0.52762 -0.23588 -0.21268
C 0.73846 0.36871 0.39823
N 1.07562 1.54483 -0.36739
H -2.63274 -1.23158 1.73727
H -1.31923 -2.20764 2.46381
H -1.20891 -0.43834 2.42034
H -0.66646 -2.23385 -0.06704
H -1.57603 1.34363 -1.28488
H -1.68140 1.40996 0.52009
H -2.63682 0.25744 -0.37965
H -0.36600 -0.72574 -1.17417
H 0.69636 0.53603 1.48582
H 1.53406 -0.32369 0.11475
H 2.06336 1.73127 -0.23295
H 0.68409 2.42937 -0.06801
H 3.57546 0.07609 -3.24524
H 3.00888 0.13432 -1.76072
O 3.42984 -0.39035 -2.43050
```

**Charge**: +1
**DFT total energy**: -9393.567 eV
**⟨S²⟩**: 0.75
**Multiplicity**: 2
**Energy above the lowest of the compared OMol25 structures with the same formula, charge and spin**: 23.1 kcal per mole
**HOMO (spin up / spin down)**: -14.0 / -13.9 eV

=====

# 3
C5H10I2O as an isolated structure in a non-equilibrium geometry, computed with ωB97M-V/def2-TZVPD.

```
18
C5H10I2O ωB97M-V/def2-TZVPD
C -1.08957 -0.26307 0.69144
C 1.17126 -1.33596 1.01712
C 1.04922 1.08436 0.57329
C 0.35084 -0.21634 0.21378
C 0.43371 -0.46634 -1.22846
O -2.43816 1.52726 -2.49059
I 0.18088 -2.39123 -2.05917
I -0.40533 1.03089 -2.35425
H -1.56336 0.65745 0.44194
H -1.15410 -0.35208 1.74041
H -1.70637 -0.99136 0.20212
H 2.21031 -1.46997 0.62029
H 0.67746 -2.28325 0.85857
H 1.24507 -1.12853 2.04153
H 1.10983 1.44367 1.57838
H 1.92746 1.05318 0.04384
H 0.55490 1.86408 -0.10169
H -2.55403 2.23726 -1.78854
```

**DFT total energy**: -23590.628 eV
**⟨S²⟩**: 2.01
**Multiplicity**: 3
**Energy above the lowest of the compared OMol25 structures with the same formula, charge and spin**: 43.4 kcal per mole
**HOMO (spin up / spin down)**: -7.0 / -9.2 eV